Record 1
24
Properties=species:S:1:pos:R:3 method="wB97M-V/def2-TZVPD" s_squared=2.012 lumo_ev="0.5981 / -2.6677" spin_multiplicity=3
B -2.2929 0.2964 0.3310
C -2.8991 0.5059 -0.9845
C 2.4312 0.1928 -0.5480
C 2.0295 -0.4510 0.7918
C 1.4897 -0.3289 -1.6204
C 0.6107 -0.0175 1.1413
C 0.0263 0.1589 -1.4089
C -0.3173 -0.4407 -0.0507
C -2.8741 0.2962 1.7347
N -3.3615 0.5761 -2.0238
H 2.6326 1.3079 -0.5104
H 3.4561 -0.1025 -0.9538
H 2.2497 -1.5508 0.7730
H 2.7227 -0.0776 1.5743
H 1.6531 -0.0530 -2.6979
H 1.4166 -1.4398 -1.7206
H 0.3020 -0.5770 1.9986
H 0.5388 1.0395 1.2606
H 0.1003 1.3197 -1.3749
H -0.6010 -0.1430 -2.2365
H -0.3257 -1.4751 -0.0343
H -3.7087 -0.4172 1.9275
H -3.2486 1.3112 2.1229
H -2.0303 0.0695 2.5090

---

Record 2
26
Properties=species:S:1:pos:R:3 method="wB97M-V/def2-TZVPD" lumo_ev=0.1076
C 1.9256 0.1064 -0.2269
C 1.6207 1.5444 0.2343
C 1.5214 -1.1668 0.6574
C 0.0993 1.6104 0.7125
C 0.6796 -2.1764 -0.1658
C -0.9541 1.5738 -0.4140
C -0.7011 -1.6395 -0.5569
C -2.1826 0.6803 -0.0933
P -1.7454 -0.8857 0.7921
Br -3.4192 1.6134 1.0859
Br -3.0905 0.5883 -1.9250
Br -3.6992 -1.8467 0.5599
H 1.3477 -0.1389 -1.1689
H 3.0514 -0.1025 -0.6392
H 2.2818 1.7619 1.0768
H 1.8926 2.2804 -0.6188
H 2.2727 -1.5436 1.2035
H 0.8743 -0.7935 1.4411
H 0.0251 0.8437 1.4477
H -0.0228 2.5162 1.2253
H 1.1619 -2.5750 -1.0239
H 0.6613 -2.9771 0.4428
H -1.2305 2.5787 -0.5100
H -0.3947 1.2643 -1.2479
H -0.5830 -0.7970 -1.2159
H -1.3924 -2.3196 -1.0729

---

Record 3
34
Properties=species:S:1:pos:R:3 method="wB97M-V/def2-TZVPD" smiles=ClC(Cl)Cl.ClC(Cl)Cl.BrCCBr.BrCCBr.BrCCBr lumo_ev=0.2710
Br -0.3359 -2.0844 1.1629
C -0.2977 -0.5978 -0.1378
C 0.3431 0.6329 0.4539
Br -0.5918 1.2346 2.0758
H -1.3261 -0.4647 -0.4589
H 0.2945 -0.9568 -0.9743
H 0.2637 1.4607 -0.2434
H 1.3742 0.4216 0.7185
Br -3.5932 0.7584 6.5898
C -3.0772 0.3469 4.7184
C -4.3558 0.0441 3.9843
Br -3.9197 -0.8070 2.2581
H -2.3928 -0.4956 4.7181
H -2.5517 1.2196 4.3465
H -4.9878 0.9089 3.8045
H -4.9766 -0.6753 4.5095
Br 2.6118 3.6293 -6.2751
C 2.5938 3.2153 -4.3629
C 2.7077 1.7131 -4.1760
Br 2.4569 1.1962 -2.3310
H 1.7099 3.6427 -3.9026
H 3.4780 3.6964 -3.9503
H 3.6701 1.3819 -4.5529
H 1.9112 1.2155 -4.7242
C 1.2342 -1.8700 4.5002
Cl 2.0056 -0.3935 5.0830
Cl 0.2762 -2.6410 5.7837
Cl 2.4039 -2.9908 3.8042
H 0.5741 -1.5582 3.6999
C 0.4752 -2.3534 -5.2361
Cl 2.1997 -1.9740 -4.9942
Cl -0.1726 -1.3464 -6.5573
Cl -0.4670 -2.1223 -3.7835
H 0.4620 -3.3872 -5.5506

---

Record 4
26
Properties=species:S:1:pos:R:3 method="wB97M-V/def2-TZVPD" charge=-1 s_squared=0.752 lumo_ev="2.9239 / 2.9161" spin_multiplicity=2
Cu -2.2664 -2.5553 3.3355
Br -2.1075 0.0683 2.2237
C 2.2381 4.1437 0.1288
C 1.3436 3.2540 0.9946
C 0.7424 2.0972 0.2401
C 1.6420 1.0164 -0.0462
N 2.3444 0.1503 -0.3189
H 1.7239 4.3971 -0.7984
H 3.2063 3.6810 -0.0625
H 2.4960 5.0313 0.7064
H 0.5983 3.9059 1.4501
H 1.9424 2.9639 1.8580
H 0.1815 2.3523 -0.6591
H -0.0010 1.7106 0.9372
C -2.3943 -2.9601 -1.5139
C -0.8922 -2.6541 -1.6324
C -0.3651 -2.0755 -0.3093
C -0.4710 -3.0280 0.8381
N -0.5937 -3.7864 1.7217
H -2.8980 -2.1044 -1.0641
H -2.4946 -3.7540 -0.7739
H -2.8571 -3.2608 -2.4539
H -0.6787 -1.9117 -2.4014
H -0.3848 -3.5921 -1.8580
H -0.7681 -1.0862 -0.0926
H 0.7134 -2.0034 -0.4496

---

Record 5
25
Properties=species:S:1:pos:R:3 method="wB97M-V/def2-TZVPD" lumo_ev="-1.8973 / 0.1410"
C 1.6809 1.4863 1.1843
C -0.7902 2.0026 0.8949
C 1.8059 0.7794 -0.2133
C -0.7135 1.2480 -0.4363
C 0.1507 -0.2563 1.2325
C 0.2760 1.1886 1.7411
C 0.4008 0.2355 -0.2009
C -1.4950 -3.8991 -2.3504
O -1.7939 -1.4773 -3.5643
P -1.3878 -1.9219 -2.2721
Br -3.0136 -1.5145 -0.8132
H 2.4069 1.0426 1.7273
H 1.8787 2.5077 0.9168
H -0.5222 3.1615 0.9282
H -1.9101 2.0091 1.2453
H 1.8340 1.4051 -1.0770
H 2.4204 -0.0898 -0.1246
H -1.7905 0.8267 -0.6198
H -0.3838 1.9540 -1.3317
H 0.9534 -1.0663 1.4854
H -0.9073 -0.7361 1.3024
H 0.0128 1.1846 2.8319
H -0.7126 -4.1741 -2.9628
H -1.2240 -4.3591 -1.4872
H -2.6180 -3.9666 -2.7694